# 1
C25H28ClIN4NaO4 as an isolated structure, computed with ωB97M-V/def2-TZVPD.

Total charge: -1
Electronic energy in Ha: -2409.745711
LUMO energy in eV: 2.189
HOMO in eV: -4.45
Spin multiplicity: 1

```
64
C25H28ClIN4NaO4, DFT ωB97M-V/def2-TZVPD
Na -0.27 -0.37 0.52
C -2.73 -1.99 -2.10
C -2.42 -0.75 -2.87
N -3.16 -0.48 -3.92
C -2.90 0.63 -4.62
C -1.91 1.53 -4.27
C -1.69 2.75 -5.12
O -0.46 2.70 -5.85
C -1.13 1.28 -3.13
C -0.12 2.25 -2.75
N -0.02 2.73 -1.57
C 0.92 3.74 -1.32
C 1.36 4.64 -2.29
C 2.28 5.63 -1.99
C 2.77 5.75 -0.70
C 2.31 4.88 0.28
C 1.39 3.90 -0.01
I 0.66 2.69 1.53
C -1.33 0.08 -2.41
O -0.59 -0.31 -1.45
H -3.47 -2.58 -2.63
H -3.12 -1.74 -1.11
H -1.82 -2.57 -1.94
H -3.53 0.82 -5.48
H -1.63 3.67 -4.51
H -2.53 2.87 -5.82
H -0.35 1.79 -6.12
H 0.55 2.57 -3.55
H 0.96 4.58 -3.30
H 2.60 6.31 -2.76
H 3.48 6.52 -0.45
H 2.67 4.98 1.30
Cl -6.08 -2.02 4.34
C -4.54 -1.44 3.75
C -4.17 -0.11 4.01
C -2.98 0.37 3.57
C -2.05 -0.44 2.83
O -0.94 0.03 2.46
C -2.48 -1.79 2.55
C -1.70 -2.71 1.78
O -0.66 -2.49 1.18
C -3.72 -2.26 3.03
H -4.85 0.52 4.56
H -2.69 1.39 3.77
H -2.13 -3.74 1.74
H -4.01 -3.28 2.82
C 4.42 -2.47 2.85
C 3.24 -3.00 2.03
C 2.13 -3.47 2.97
C 3.70 -4.16 1.15
N 2.84 -1.93 1.09
N 2.22 -0.76 1.60
H 4.82 -3.26 3.49
H 4.12 -1.65 3.49
H 5.22 -2.13 2.19
H 2.48 -4.30 3.58
H 1.26 -3.80 2.39
H 1.80 -2.68 3.64
H 4.09 -4.98 1.77
H 4.48 -3.84 0.47
H 2.87 -4.55 0.57
H 2.20 -2.31 0.39
H 2.91 -0.25 2.14
H 1.43 -0.97 2.22
```

Per-atom Löwdin charges, elementary charge units:
1 Na 0.25
2 C -0.03
3 C -0.27
4 N 0.09
5 C -0.15
6 C -0.19
7 C -0.22
8 O -0.08
9 C -0.08
10 C -0.08
11 N 0.10
12 C -0.33
13 C -0.03
14 C -0.10
15 C -0.11
16 C -0.17
17 C -0.63
18 I 1.06
19 C -0.33
20 O -0.11
21 H 0.07
22 H 0.08
23 H 0.08
24 H 0.09
25 H 0.12
26 H 0.11
27 H 0.09
28 H 0.12
29 H 0.10
30 H 0.10
31 H 0.09
32 H 0.08
33 Cl 0.60
34 C -0.69
35 C -0.12
36 C -0.01
37 C -0.38
38 O -0.16
39 C -0.13
40 C -0.22
41 O -0.02
42 C -0.09
43 H 0.10
44 H 0.11
45 H 0.13
46 H 0.11
47 C -0.06
48 C -0.63
49 C -0.05
50 C -0.05
51 N -0.08
52 N 0.02
53 H 0.08
54 H 0.07
55 H 0.08
56 H 0.08
57 H 0.07
58 H 0.08
59 H 0.08
60 H 0.08
61 H 0.08
62 H 0.11
63 H 0.07
64 H 0.05

# 2
A 2-piece molecular cluster, C14H16 overall at a distorted geometry, computed with ωB97M-V/def2-TZVPD.

Total charge: +1
Electronic energy in Ha: -542.654810
<S²>: 0.766
LUMO energy (alpha / beta) in eV: -3.818 / -8.010
HOMO (alpha / beta) in eV: -12.53 / -12.14
Spin multiplicity: 2

```
30
C14H16, DFT ωB97M-V/def2-TZVPD
C 2.47 -1.98 -1.74
C 0.05 -2.41 -2.17
C 1.06 -1.52 -1.95
C -1.22 -1.86 -2.23
C -1.43 -0.45 -2.20
C 0.84 -0.13 -1.96
C -0.43 0.53 -2.16
H 0.16 -3.53 -2.19
H -2.14 -2.42 -2.57
H 2.81 -2.57 -0.92
H 3.29 -1.09 -1.61
H -2.54 -0.07 -2.12
H 1.59 0.44 -1.47
H -0.39 1.61 -2.15
H 2.96 -2.51 -2.61
C -2.43 1.06 3.01
C 0.84 0.08 1.27
C -0.52 -0.01 1.83
C 1.36 1.35 1.05
C -1.05 1.04 2.44
C 0.63 2.47 1.50
C -0.46 2.28 2.17
H 1.37 -0.85 1.26
H -1.16 -0.83 1.69
H 2.36 1.49 0.63
H 1.06 3.42 1.00
H -2.78 0.03 3.20
H -3.12 1.63 2.40
H -0.91 3.23 2.54
H -2.29 1.59 4.06
```

Per-atom Löwdin charges, elementary charge units:
1 C -0.03
2 C -0.01
3 C -0.24
4 C 0.01
5 C -0.03
6 C 0.04
7 C 0.02
8 H 0.16
9 H 0.15
10 H 0.07
11 H 0.14
12 H 0.16
13 H 0.09
14 H 0.13
15 H 0.11
16 C -0.04
17 C -0.03
18 C -0.03
19 C -0.09
20 C -0.31
21 C -0.11
22 C -0.08
23 H 0.10
24 H 0.10
25 H 0.11
26 H 0.15
27 H 0.08
28 H 0.08
29 H 0.15
30 H 0.14

# 3
The molecule C16H21N5O2S2 at a distorted geometry, computed with ωB97M-V/def2-TZVPD.

Electronic energy in Ha: -1842.946778
LUMO energy in eV: 0.432
HOMO in eV: -7.96
SMILES string: CN(C)C(=O)CSc1nc(SCC(=O)N(C)C)n(-c2ccccc2)n1
Spin multiplicity: 1

```
46
C16H21N5O2S2, DFT ωB97M-V/def2-TZVPD
C -4.68 -0.43 -1.14
N -4.10 -0.96 0.07
C -4.87 -0.82 1.28
C -2.87 -1.53 0.12
O -2.35 -1.85 1.17
C -2.20 -1.73 -1.22
S -0.78 -2.85 -1.06
C 0.48 -1.69 -0.87
N 0.33 -0.37 -1.14
C 1.53 0.13 -0.93
S 1.86 1.81 -1.12
C 0.19 2.42 -1.49
C -0.97 1.89 -0.65
O -1.97 1.50 -1.23
N -0.88 1.97 0.69
C 0.26 2.42 1.44
C -1.97 1.42 1.48
N 2.39 -0.85 -0.55
C 3.74 -0.83 -0.19
C 4.27 -1.97 0.41
C 5.60 -1.99 0.79
C 6.41 -0.88 0.58
C 5.88 0.25 -0.03
C 4.55 0.28 -0.42
N 1.71 -2.02 -0.52
H -5.56 0.15 -0.88
H -3.97 0.23 -1.65
H -4.98 -1.23 -1.83
H -5.07 0.23 1.51
H -5.82 -1.35 1.19
H -4.30 -1.26 2.10
H -2.88 -2.19 -1.94
H -1.84 -0.77 -1.61
H -0.03 2.17 -2.53
H 0.26 3.51 -1.39
H 0.93 1.60 1.70
H 0.82 3.18 0.90
H -0.10 2.87 2.38
H -1.70 0.45 1.89
H -2.21 2.11 2.29
H -2.83 1.30 0.83
H 3.63 -2.82 0.56
H 6.00 -2.87 1.26
H 7.44 -0.90 0.88
H 6.50 1.11 -0.21
H 4.16 1.16 -0.90
```

Per-atom Löwdin charges, elementary charge units:
1 C -0.05
2 N -0.16
3 C -0.05
4 C -0.55
5 O 0.01
6 C -0.36
7 S 1.01
8 C -0.67
9 N 0.09
10 C -0.56
11 S 1.01
12 C -0.33
13 C -0.54
14 O 0.02
15 N -0.14
16 C -0.07
17 C -0.02
18 N -0.06
19 C -0.19
20 C -0.01
21 C -0.08
22 C -0.09
23 C -0.08
24 C -0.04
25 N 0.10
26 H 0.09
27 H 0.08
28 H 0.09
29 H 0.09
30 H 0.09
31 H 0.09
32 H 0.08
33 H 0.06
34 H 0.09
35 H 0.09
36 H 0.09
37 H 0.06
38 H 0.09
39 H 0.10
40 H 0.09
41 H 0.08
42 H 0.10
43 H 0.10
44 H 0.10
45 H 0.10
46 H 0.04

# 4
The molecule C4H10N2O at a distorted geometry, computed with ωB97M-V/def2-TZVPD.

Electronic energy in Ha: -343.058049
LUMO energy in eV: 1.002
HOMO in eV: -7.97
SMILES string: C=C(NC)N(C)O
Spin multiplicity: 1

```
17
C4H10N2O, DFT ωB97M-V/def2-TZVPD
C 0.40 1.29 1.47
C -0.04 0.69 0.37
N -1.25 0.86 -0.22
C -1.83 -0.04 -1.18
N 0.83 -0.19 -0.49
C 0.96 -1.52 0.06
O 2.09 0.37 -0.72
H -0.23 1.95 2.04
H 1.42 1.18 1.81
H -1.93 1.31 0.46
H -1.05 -0.33 -1.88
H -2.26 -0.94 -0.72
H -2.62 0.49 -1.72
H 1.55 -2.13 -0.62
H -0.03 -1.96 0.15
H 1.44 -1.53 1.05
H 2.57 0.48 0.13
```

Per-atom Löwdin charges, elementary charge units:
1 C 0.03
2 C -0.39
3 N -0.04
4 C -0.11
5 N -0.22
6 C -0.07
7 O -0.04
8 H 0.05
9 H 0.04
10 H 0.16
11 H 0.08
12 H 0.08
13 H 0.08
14 H 0.09
15 H 0.08
16 H 0.09
17 H 0.08

Quick rundown of energy above the lowest of the compared OMol25 structures with the same formula, charge and spin, same order as above: 20.1, 62.0, 0.0, 90.0 kcal/mol